An isolated molecule of C3H5NO2, computed with ωB97M-V/def2-TZVPD.

Structure (XYZ):
```
11
Properties=species:S:1:pos:R:3
C 1.047 1.675 0.046
C -0.015 0.631 -0.125
O -0.892 0.743 -0.945
O 0.101 -0.459 0.687
C -0.692 -1.524 0.311
N -0.901 -2.454 1.127
H 1.979 1.315 0.484
H 1.180 2.038 -0.973
H 0.670 2.515 0.638
H -1.047 -1.431 -0.715
H -1.472 -3.162 0.667
```

* SMILES: [H]/N=C/OC(C)=O
* HOMO-LUMO gap: 11.5 eV
* ΔE to the lowest compared entry with this formula, charge and spin: 0.782 eV
* LUMO energy: 0.87 eV
* highest occupied orbital energy: -10.60 eV
* DFT total energy: -322.54558 Eh

=====

A cluster of 2 separate species, C5H10O2 in total, computed with ωB97M-V/def2-TZVPD.

Structure (XYZ):
```
17
Properties=species:S:1:pos:R:3
O 3.158 -0.612 -0.719
C 1.889 -0.865 -0.152
C 0.922 0.029 -0.913
C -1.105 -0.975 0.643
C -1.815 0.009 0.098
C -1.759 1.432 0.548
O 0.951 1.226 -0.744
H 3.250 0.352 -0.729
H 1.865 -0.623 0.918
H 1.671 -1.926 -0.279
H 0.336 -0.432 -1.728
H -0.452 -0.788 1.493
H -1.164 -2.001 0.290
H -2.623 1.606 1.184
H -2.466 -0.211 -0.746
H -0.855 1.644 1.121
H -1.803 2.136 -0.284
```

* SMILES: O=CCO.C=CC
* HOMO-LUMO gap: 10.6 eV
* ΔE to the lowest compared entry with this formula, charge and spin: 2.648 eV
* LUMO energy: 0.84 eV
* highest occupied orbital energy: -9.72 eV
* DFT total energy: -346.92811 Eh

=====

A structure of composition C35H30MnN4O8S, computed with ωB97M-V/def2-TZVPD.

Structure (XYZ):
```
79
Properties=species:S:1:pos:R:3
Mn 0.845 -1.429 0.509
O 2.251 -1.476 4.843
C 2.047 -1.278 3.625
O 2.629 -1.732 2.622
C 0.911 -0.279 3.302
C 0.256 0.440 4.292
C -0.687 1.389 3.930
C -0.925 1.631 2.583
C -0.241 0.874 1.654
N 0.617 -0.088 2.012
C -0.370 1.081 0.148
O -1.248 1.838 -0.270
O 0.523 0.472 -0.542
H 0.518 0.229 5.319
H -1.223 1.949 4.689
H -1.625 2.376 2.230
C -5.902 -0.516 0.971
O -5.613 -1.427 2.011
C -4.321 -1.863 2.068
C -4.036 -2.770 3.110
C -2.761 -3.257 3.224
C -1.715 -2.888 2.353
C -0.388 -3.464 2.450
C -0.050 -4.516 3.487
O 0.550 -3.147 1.729
C -2.005 -1.938 1.314
O -1.155 -1.484 0.492
C -3.350 -1.462 1.196
H -6.956 -0.265 1.070
H -5.721 -0.961 -0.011
H -5.298 0.392 1.056
H -4.826 -3.064 3.790
H -2.555 -3.954 4.025
H -0.897 -4.941 4.021
H 0.638 -4.052 4.199
H 0.497 -5.310 2.979
H -3.519 -0.754 0.395
S 0.892 -2.959 -1.442
C -0.619 -2.794 -2.339
C -1.205 -3.935 -2.904
C -2.384 -3.864 -3.640
C -3.018 -2.645 -3.829
C -2.444 -1.501 -3.277
C -1.265 -1.566 -2.550
H -0.725 -4.894 -2.744
H -2.811 -4.773 -4.054
H -3.944 -2.584 -4.392
H -2.922 -0.535 -3.405
H -0.846 -0.666 -2.122
C -0.779 6.690 -3.295
C 0.231 5.670 -2.829
C -0.119 4.334 -2.658
C 0.810 3.393 -2.251
C 2.123 3.772 -1.984
N 2.987 2.751 -1.526
C 4.336 2.832 -1.364
O 5.001 3.844 -1.565
N 4.999 1.688 -0.945
C 4.557 0.373 -0.687
C 5.389 -0.692 -1.007
C 4.959 -1.978 -0.745
C 3.683 -2.171 -0.245
N 2.879 -1.156 0.044
C 3.331 0.084 -0.102
C 2.491 5.109 -2.131
C 1.544 6.033 -2.556
H -1.796 6.326 -3.145
H -0.660 6.912 -4.359
H -0.673 7.631 -2.751
H -1.141 4.009 -2.819
H 0.498 2.366 -2.089
H 2.521 1.864 -1.389
H 5.991 1.834 -0.967
H 6.359 -0.504 -1.456
H 5.588 -2.830 -0.963
H 3.283 -3.158 -0.063
H 2.658 0.852 0.252
H 3.501 5.415 -1.918
H 1.844 7.072 -2.665
```

* HOMO-LUMO gap (spin up / spin down): 5.7 / 5.5 eV
* ΔE to the lowest compared entry with this formula, charge and spin: 0.000 eV
* total charge: -2
* multiplicity: 2
* LUMO energy (spin up / spin down): 4.24 / 4.24 eV
* highest occupied orbital energy (spin up / spin down): -1.45 / -1.29 eV
* DFT total energy: -3722.08614 Eh

=====

What is the DFT total energy in the third record?
-3722.08614 Eh

=====

Which value of DFT total energy does entry 2 give?
-346.92811 Eh